Entry from the OMol25 dataset: a molecular structure, C27H42BIrN9OS3Se in a non-equilibrium geometry (wB97M-V/def2-TZVPD).

XYZ file:
```
85
Properties=species:S:1:pos:R:3:forces:R:3:lowdin_charge:R:1
Ir 0.34027 -0.55156 0.85448 0.009 -0.991 -1.030 0.5091
C -1.65690 4.02954 1.70591 0.095 -0.109 -0.079 -0.0762
C -2.50697 4.00356 0.44316 -0.161 0.324 0.335 -0.5322
C -2.42656 5.36550 -0.25008 0.029 -0.113 -0.062 -0.0137
C -3.95449 3.69924 0.84791 0.095 -0.092 -0.109 -0.0175
N -2.08181 2.95376 -0.54759 0.108 -0.274 -0.073 0.0336
C -2.84836 2.75506 -1.67701 -0.022 -0.061 -0.145 -0.0127
C -2.28695 1.75813 -2.38867 -0.184 0.037 -0.008 -0.0169
N -1.16431 1.34059 -1.71834 -0.008 0.250 -0.232 0.0016
B -0.23780 0.28274 -2.35996 0.054 0.141 0.209 -0.5684
N 1.23355 0.79735 -2.28913 0.386 -0.218 0.014 0.0291
C 1.54873 1.86055 -3.10003 -0.030 0.051 -0.026 -0.0159
C 2.82242 2.21534 -2.84929 -0.050 0.113 -0.123 -0.0149
N 3.31616 1.37658 -1.87485 -0.404 -0.141 0.055 0.0279
C 2.32501 0.51258 -1.54139 -0.072 0.351 -0.275 -0.6310
S 2.39891 -0.82356 -0.44777 -0.690 0.239 1.159 0.7119
C 4.71801 1.60666 -1.36881 0.353 0.041 0.155 -0.5302
C 5.65021 1.54101 -2.58267 -0.186 0.008 -0.061 -0.0173
C 4.73167 2.99222 -0.71796 -0.067 -0.064 -0.018 -0.0128
C 5.17656 0.58275 -0.33956 -0.178 -0.068 -0.031 -0.0771
N -0.49959 -1.17386 -1.81624 -0.231 -0.092 0.015 0.0046
C -0.11912 -2.23078 -2.61123 0.143 0.019 -0.020 -0.0453
C -0.91518 -3.28070 -2.32802 0.103 -0.106 -0.031 -0.0078
N -1.80632 -2.89834 -1.34934 0.248 0.427 -0.098 0.0295
C -1.50593 -1.62397 -1.01197 -0.074 -0.205 -0.085 -0.6370
S -2.06075 -0.70985 0.34304 0.921 0.022 0.860 0.7386
C -2.87117 -3.83391 -0.84793 -0.243 -0.370 0.264 -0.5230
C -3.40567 -4.59996 -2.06190 0.152 0.048 -0.081 -0.0241
C -4.04486 -3.10769 -0.19290 0.142 0.218 -0.055 -0.0605
C -2.22768 -4.78673 0.15931 0.054 0.132 -0.025 -0.0158
C -1.05530 2.07242 -0.59163 -0.319 -0.089 -0.091 -0.6467
S 0.22908 1.86783 0.54739 0.592 -1.410 0.949 0.7117
H -2.07324 4.78457 2.37148 -0.041 0.028 -0.057 0.1021
H -0.62317 4.30434 1.50308 0.019 -0.008 0.016 0.0669
H -1.67818 3.07527 2.22769 0.021 -0.005 0.040 0.0675
H -2.77863 6.12975 0.44093 0.004 0.014 -0.004 0.1018
H -3.05463 5.40571 -1.13986 0.004 0.030 0.000 0.0855
H -1.40172 5.60707 -0.53409 0.008 -0.025 0.002 0.0972
H -4.27718 4.44950 1.56722 -0.013 -0.015 0.017 0.1012
H -4.02948 2.71436 1.31102 0.001 0.009 0.020 0.0960
H -4.63898 3.73675 0.00229 -0.030 0.020 0.018 0.0819
H -3.71936 3.34124 -1.90073 0.017 0.035 0.046 0.1339
H -2.58941 1.32022 -3.32320 0.030 0.009 -0.004 0.1376
H -0.52464 0.23315 -3.51875 -0.003 0.070 -0.056 0.1345
H 0.84291 2.27492 -3.79855 -0.006 -0.020 0.007 0.1413
H 3.40684 2.99246 -3.30555 0.057 -0.036 0.054 0.1357
H 5.51651 2.39066 -3.25163 0.044 0.004 0.006 0.0844
H 5.46732 0.62847 -3.15176 0.074 -0.027 0.023 0.0995
H 6.68474 1.53749 -2.24590 0.002 0.040 0.007 0.0997
H 4.37338 3.76685 -1.39473 0.051 0.023 0.006 0.0839
H 5.74976 3.24220 -0.42316 0.014 -0.012 -0.017 0.1034
H 4.10673 2.99545 0.17638 -0.015 0.024 -0.011 0.0942
H 5.17807 -0.42896 -0.74193 0.019 -0.037 0.015 0.0722
H 4.56690 0.61318 0.55955 -0.017 -0.050 0.036 0.0648
H 6.19870 0.83001 -0.05530 -0.004 0.056 -0.066 0.1014
H 0.66427 -2.13232 -3.34308 -0.051 -0.003 -0.040 0.1440
H -0.90549 -4.26962 -2.74792 -0.073 0.049 -0.028 0.1372
H -3.71394 -3.90914 -2.84796 -0.041 -0.034 -0.011 0.1043
H -4.27179 -5.18613 -1.76363 0.011 0.001 0.046 0.1003
H -2.67228 -5.29488 -2.47020 -0.049 -0.013 -0.010 0.0818
H -4.40698 -2.27983 -0.80545 -0.035 -0.038 -0.030 0.0928
H -3.79731 -2.73195 0.79366 0.031 0.045 0.063 0.0498
H -4.85716 -3.82262 -0.07442 0.006 -0.005 -0.047 0.0998
H -1.38449 -5.31708 -0.28702 -0.013 -0.044 0.004 0.0877
H -2.96356 -5.51845 0.49027 -0.011 -0.015 -0.034 0.1048
H -1.87284 -4.23040 1.02743 0.016 -0.013 -0.006 0.0809
Se 1.04177 -1.42512 2.99000 -0.439 0.886 -0.935 0.9068
C 0.51290 -0.44469 4.53638 0.074 0.398 -0.120 -0.5907
C -0.80387 -0.05549 4.74361 -0.109 -0.022 -0.101 -0.0962
C -1.12303 0.50928 5.97220 0.222 -0.161 -0.192 -0.1187
N -0.22080 0.68797 6.92602 -0.123 0.315 0.487 0.0828
C 1.04007 0.34032 6.71956 -0.080 -0.181 -0.252 -0.1124
C 1.46365 -0.23898 5.52878 0.068 -0.077 -0.087 -0.0989
H -1.55975 -0.20767 3.98402 -0.015 -0.008 0.017 0.0961
H -2.13641 0.81084 6.20912 -0.013 0.001 -0.074 0.1173
H 1.73131 0.51591 7.53494 0.032 -0.002 -0.035 0.1203
H 2.49449 -0.53316 5.38076 0.016 0.044 0.067 0.1030
N 1.99146 -4.14548 -0.54032 0.017 -0.019 0.141 0.1897
C 1.21894 -4.00588 0.56119 0.175 -0.144 -0.081 -0.6548
N 1.24671 -5.01575 1.45206 0.020 0.024 -0.007 0.2072
O 0.46555 -3.02739 0.73788 -0.319 0.711 -0.052 -0.2279
H 2.67808 -4.87863 -0.59772 -0.002 0.012 -0.012 0.1209
H 2.12659 -3.33466 -1.11952 -0.056 0.076 -0.010 0.0410
H 1.85049 -5.81139 1.34192 -0.037 -0.028 -0.011 0.1225
H 0.64538 -4.98481 2.25599 -0.025 0.100 -0.007 0.1215
```
Forces are in eV/Å.

Results
**Lowest unoccupied orbital energy (spin up / spin down)**: -7.4 / -7.6 eV
**Total charge**: +2
**HOMO level (spin up / spin down)**: -13.47 / -13.30 eV
**Gap between HOMO and LUMO (spin up / spin down)**: 6.1 / 5.7 eV
**Spin multiplicity**: 2

=====

Entry from the OMol25 dataset: 3 unconnected molecules or ions with the total composition C27H42BrClO5P2S in a non-equilibrium geometry (wB97M-V/def2-TZVPD).

XYZ file:
```
79
Properties=species:S:1:pos:R:3:forces:R:3:lowdin_charge:R:1
C -3.90717 0.02483 -3.37864 0.342 -0.155 -1.254 -0.1280
C -3.40228 -1.45458 -3.38236 -0.431 -0.109 0.067 -0.2341
C -3.07301 -2.09128 -1.99265 0.256 0.140 -0.233 -0.2196
C -2.02416 -1.25476 -1.14504 0.329 -0.411 -1.615 -0.3551
C -0.77075 -1.31664 -2.09473 0.953 0.476 -0.458 -0.1239
C -1.91425 -1.72616 0.33498 -0.775 -0.284 -0.354 -0.5016
P -3.71746 -1.58155 1.09367 -0.726 -0.268 1.237 0.6846
O -4.50419 -3.05573 0.81245 0.880 1.142 -0.309 -0.3650
Br -5.04443 -0.12640 -0.05025 0.044 -0.600 -0.135 0.3630
C -1.60870 -3.25534 0.42385 0.431 -0.258 0.171 -0.6094
Cl -0.15684 -3.87446 -0.47886 -0.414 0.484 0.142 0.7223
S -1.32351 -3.90284 2.15274 1.068 -5.470 0.782 0.6803
O -2.56370 -4.18223 2.88836 1.421 2.397 -1.052 -0.2787
O -0.53083 -5.15456 2.04949 -1.012 3.246 -0.007 -0.3398
O -0.31760 -2.77374 2.77792 -1.442 -0.867 -1.080 -0.1628
C -1.02665 -1.51847 2.75304 -1.078 0.943 1.429 -0.4531
O -0.48737 -0.72077 3.77799 0.631 0.098 -0.986 -0.0054
C -1.06190 -0.79269 1.34741 0.941 -0.589 1.586 -0.4130
C 0.40119 -0.54263 0.83364 1.262 -0.432 -0.350 -0.3009
C 0.60024 0.61022 -0.20646 -1.127 -0.163 -0.418 -0.0702
C 1.56622 -0.44438 1.86571 0.390 0.345 0.591 -0.1967
C 1.73040 0.87992 2.66644 0.681 -0.002 0.184 -0.1135
P -2.08734 0.75111 1.67631 -1.798 0.345 -1.015 0.9206
C -3.03947 0.81025 3.27401 0.372 0.151 1.113 -0.3054
C -1.26110 2.39441 1.58662 0.494 1.027 -0.006 -0.2706
H -4.99791 0.04282 -3.57251 0.542 0.201 0.603 0.0692
H -3.45893 0.52460 -4.26823 -0.267 -0.193 0.555 0.0689
H -3.61182 0.63242 -2.51106 -0.338 -0.393 -0.216 0.0287
H -2.56328 -1.56126 -4.10054 -0.287 0.098 0.642 0.0891
H -4.21653 -2.07520 -3.81875 0.513 0.286 0.244 0.1084
H -4.02690 -2.30886 -1.49090 0.430 0.261 -0.034 0.0497
H -2.59474 -3.07473 -2.20689 -0.343 0.491 0.247 0.1116
H -2.29969 -0.17923 -1.12366 -0.184 -0.740 0.259 0.0797
H 0.20886 -1.49535 -1.62517 -0.639 0.194 -0.053 0.0312
H -0.68021 -0.35357 -2.64603 -0.102 -0.528 0.370 0.0846
H -0.82828 -2.08516 -2.89394 -0.264 0.257 0.703 0.0701
H -5.27432 -2.94739 0.24542 -0.108 -0.027 -0.137 0.0277
H -2.41758 -3.90022 0.02722 0.201 0.651 0.480 0.0884
H -2.05247 -1.73675 3.13317 0.353 -0.071 -0.982 0.1032
H -0.92581 -0.90889 4.60758 -0.173 -0.245 0.117 0.1165
H 0.66904 -1.47985 0.29422 -0.385 0.569 0.345 0.0904
H -0.39629 0.87069 -0.63081 0.742 0.027 0.066 0.0691
H 1.03330 1.54437 0.17714 -0.098 -0.538 0.112 0.0630
H 1.21751 0.26052 -1.05145 -0.168 0.220 0.476 0.0787
H 1.60323 -1.27103 2.60400 -0.372 0.351 -0.627 0.1056
H 2.50473 -0.57044 1.27773 -0.600 0.096 0.189 0.1252
H 2.15048 1.70571 2.05117 -0.414 -0.451 0.260 0.0646
H 0.82813 1.22829 3.19680 0.344 -0.287 -0.390 0.0576
H 2.50367 0.69405 3.44481 -0.461 0.150 -0.398 0.0756
H -3.84129 1.56792 3.14516 0.517 -0.382 -0.201 0.0479
H -3.55507 -0.13112 3.53929 0.355 0.398 -0.449 0.0189
H -2.45571 1.11487 4.17069 -0.153 -0.108 -0.574 0.0414
H -1.56144 2.89840 0.64199 0.163 -0.502 0.478 0.0440
H -1.63700 3.06117 2.39420 0.108 -0.664 -0.298 0.0516
H -0.16125 2.44719 1.62985 -0.538 -0.277 0.142 0.0116
C 4.72693 3.09138 3.79028 0.048 -0.018 0.014 -0.1087
C 5.62804 3.11248 2.73299 -0.004 -0.030 0.025 -0.0987
C 6.83307 2.42799 2.83272 -0.029 -0.012 0.045 -0.0975
C 7.13883 1.72533 3.99194 -0.048 0.039 -0.010 -0.0968
C 6.24132 1.71142 5.05257 -0.014 0.009 -0.034 -0.0964
C 5.03481 2.39299 4.95155 0.024 0.005 -0.050 -0.1009
H 3.78461 3.61953 3.70982 0.020 -0.006 0.006 0.0990
H 5.39073 3.66217 1.83012 0.004 -0.017 0.019 0.0991
H 7.53408 2.44188 2.00719 -0.016 0.000 0.018 0.0995
H 8.07686 1.18962 4.06896 -0.017 0.015 0.002 0.0998
H 6.48192 1.16832 5.95834 -0.008 0.007 -0.026 0.1001
H 4.33411 2.38016 5.77749 0.015 -0.004 -0.018 0.1004
C 1.00462 2.38787 -6.28603 -0.002 -0.062 0.017 -0.0963
C 0.01322 1.65372 -6.92541 0.013 -0.004 0.040 -0.0965
C -0.23152 0.33911 -6.54765 0.027 0.018 0.040 -0.0962
C 0.51851 -0.24260 -5.53275 -0.009 0.036 -0.016 -0.1051
C 1.51567 0.48865 -4.89899 -0.030 0.020 -0.001 -0.1007
C 1.75803 1.80424 -5.27435 -0.051 -0.015 -0.025 -0.0955
H 1.19091 3.41447 -6.57638 0.002 -0.025 -0.002 0.0999
H -0.56957 2.10658 -7.71821 0.009 -0.009 0.025 0.1002
H -1.00674 -0.23219 -7.04390 0.020 0.012 0.008 0.1002
H 0.32598 -1.26667 -5.23614 0.015 0.014 -0.009 0.0962
H 2.10389 0.03295 -4.11125 -0.016 0.006 -0.016 0.0991
H 2.53391 2.37508 -4.77904 -0.016 -0.014 -0.009 0.0997
```
Forces are in eV/Å.

Results
**Lowest unoccupied orbital energy**: 0.0 eV
**Total charge**: 0
**HOMO level**: -7.83 eV
**SMILES string**: CCC[C@H](C)[C@@]1(P(O)Br)[C@@H](Cl)S(=O)(=O)O[C@@H](O)[C@]1([C@@H](C)CC)P(C)C.c1ccccc1.c1ccccc1
**Gap between HOMO and LUMO**: 7.8 eV

=====

Entry from the OMol25 dataset: a molecular structure, C27H43AuGe2N3O in a non-equilibrium geometry (wB97M-V/def2-TZVPD).

XYZ file:
```
77
Properties=species:S:1:pos:R:3:forces:R:3:nbo_charge:R:1
Au 0.32882 1.05838 -0.42017 0.195 -0.303 0.334 0.8683
O 2.72514 0.66588 -0.24871 -0.068 0.179 0.067 -0.7761
C 3.29447 1.85837 0.35473 0.237 0.349 -0.015 -0.0746
C 3.68802 2.88336 -0.69777 -0.237 -0.148 -0.054 -0.4295
C 2.54886 3.22298 -1.67556 0.108 -0.031 0.137 -0.4456
C 1.43364 3.98932 -1.03109 0.014 0.320 -0.077 0.2282
C 1.51783 5.37290 -0.89112 -0.055 -0.116 0.007 -0.2233
C 0.47344 6.07392 -0.31716 0.032 0.023 -0.017 -0.0978
C -0.65080 5.38046 0.11504 0.013 -0.087 -0.013 -0.2497
C -0.66821 4.01153 -0.03414 -0.074 0.182 0.068 0.1070
N 0.35008 3.33629 -0.58899 -0.060 -0.775 -0.016 -0.5861
H 3.30463 0.41996 -0.98277 -0.089 -0.053 -0.035 0.5008
H 4.16466 1.58128 0.95115 -0.067 -0.076 0.015 0.2135
H 2.52511 2.24964 1.02197 0.002 -0.076 0.018 0.1853
H 4.54228 2.51164 -1.26958 0.027 0.024 0.029 0.2328
H 4.01575 3.78898 -0.18427 0.092 -0.012 -0.010 0.2471
H 2.13879 2.31048 -2.11823 0.038 0.032 -0.097 0.2067
H 2.96297 3.81836 -2.48852 -0.054 -0.012 -0.036 0.2640
H 2.40055 5.88482 -1.25074 -0.015 0.016 -0.010 0.2515
H 0.52822 7.14995 -0.21798 -0.005 -0.001 0.005 0.2582
H -1.49492 5.88903 0.55810 -0.001 -0.001 -0.001 0.2577
H -1.51521 3.42405 0.29562 0.037 0.036 0.042 0.1898
C -3.15624 1.02993 2.00347 -0.217 0.063 0.027 -0.6225
C -3.41738 1.35072 0.53814 0.836 -0.296 -0.019 -0.7727
Ge -2.08799 0.66774 -0.79961 -1.206 0.742 -0.507 1.2519
C -2.64014 1.42314 -2.57929 0.652 -0.345 0.553 -0.7695
C -1.88351 0.87051 -3.77621 -0.126 0.088 -0.168 -0.6242
C -2.34570 -1.26765 -0.91311 -0.247 0.067 0.085 -0.4843
C -1.43101 -2.26995 -0.85256 0.936 -0.337 0.028 -0.3324
Ge 0.52127 -1.72698 -0.77601 0.052 0.367 0.130 1.4234
C 1.52710 -2.09783 0.91742 -0.455 0.067 -0.602 -0.8071
C 1.73320 -3.58384 1.20427 0.009 -0.008 0.016 -0.6265
C 1.44382 -1.80875 -2.55024 -0.391 0.122 0.597 -0.8152
C 1.66183 -3.24997 -3.01860 0.026 -0.050 -0.015 -0.6242
C -1.77362 -3.66653 -0.88851 -0.075 0.334 -0.020 0.0014
C -0.74788 -4.65395 -0.90798 0.052 -0.164 -0.016 -0.1645
C -1.04738 -5.98552 -0.95196 0.228 0.072 0.012 -0.1708
C -2.39575 -6.39525 -0.96776 -0.043 0.036 0.001 0.0265
C -3.43014 -5.44617 -0.93906 -0.123 0.144 0.003 -0.2173
C -3.13325 -4.11186 -0.89851 -0.218 -0.240 -0.024 -0.0636
H -4.01266 1.34807 2.59992 0.030 -0.029 0.021 0.2467
H -2.27672 1.54906 2.37726 0.013 -0.028 -0.004 0.2170
H -3.02429 -0.04132 2.16413 0.040 0.007 0.030 0.2037
H -3.52938 2.42131 0.36966 -0.042 -0.012 -0.081 0.2430
H -4.33364 0.86453 0.18895 -0.008 0.032 -0.102 0.2506
H -2.55796 2.50716 -2.50516 -0.055 0.015 0.013 0.2483
H -3.70166 1.16027 -2.61095 -0.032 0.050 0.025 0.2517
H -0.83022 1.15500 -3.76163 0.017 -0.017 0.029 0.2074
H -2.31402 1.27510 -4.69380 0.067 -0.044 -0.014 0.2548
H -1.95550 -0.21687 -3.84142 0.031 -0.007 0.010 0.2029
H -3.39915 -1.51257 -1.06081 0.036 -0.037 0.019 0.2279
H 0.96637 -1.60520 1.70989 0.019 0.013 0.006 0.2434
H 2.47350 -1.57726 0.79008 0.005 0.057 0.031 0.2575
H 0.79226 -4.11619 1.34444 0.030 0.001 0.046 0.2114
H 2.30270 -3.67939 2.12953 0.001 -0.049 -0.013 0.2572
H 2.30884 -4.07977 0.42150 -0.005 -0.027 0.009 0.2177
H 2.39839 -1.29654 -2.42970 -0.016 0.041 -0.019 0.2344
H 0.83754 -1.25570 -3.26790 0.014 0.060 0.021 0.2526
H 2.30384 -3.81377 -2.34022 -0.012 -0.009 0.002 0.2181
H 2.15805 -3.22637 -3.98918 0.007 -0.032 0.009 0.2641
H 0.72409 -3.78976 -3.15053 0.003 0.015 -0.033 0.2133
H 0.29048 -4.34182 -0.89247 -0.031 -0.085 -0.017 0.2230
H -0.25989 -6.72712 -0.97152 -0.017 -0.002 -0.008 0.2630
H -2.63643 -7.45058 -1.00044 0.012 -0.004 -0.005 0.2607
H -4.46054 -5.77440 -0.95125 0.009 -0.010 0.004 0.2676
H -3.94573 -3.39990 -0.87461 0.032 -0.001 0.006 0.2257
C 1.56892 1.97118 4.98367 0.124 0.173 0.183 -0.3992
N 0.83214 0.86285 4.36910 0.059 0.026 -0.159 -0.4407
C 0.40058 -0.23333 5.23747 -0.075 -0.165 0.217 -0.3990
C 0.51291 0.89884 3.11312 -0.081 0.027 0.032 0.5978
N 0.19713 0.94890 1.99381 0.143 -0.094 -0.377 -0.6181
H 0.94102 2.48216 5.71406 -0.043 -0.029 -0.049 0.2304
H 1.88392 2.68210 4.22461 -0.032 -0.021 -0.034 0.2206
H 2.45010 1.58325 5.49445 -0.016 -0.039 -0.054 0.2304
H -0.29147 0.13727 5.99428 -0.006 0.039 -0.055 0.2310
H 1.26736 -0.66029 5.74183 0.014 0.015 -0.062 0.2297
H -0.09222 -1.00823 4.65619 0.004 0.033 -0.049 0.2170
```
Forces are in eV/Å.

Results
**Lowest unoccupied orbital energy (spin up / spin down)**: -9.1 / -11.9 eV
**Total charge**: +3
**HOMO level (spin up / spin down)**: -16.96 / -16.95 eV
**Gap between HOMO and LUMO (spin up / spin down)**: 7.8 / 5.0 eV
**Spin multiplicity**: 3

=====

What energy relative to the best compared isomer or geometry (same formula, charge and spin) values result from the calculations? In sequence: 41.07; 0.00; 18.67 kcal per mole.
What E values result from the calculations? In sequence: -5346.949674; -5545.213913; -5582.587227 a.u..